No. 1
111
Properties=species:S:1:pos:R:3 method="wB97M-V/def2-TZVPD" lumo_ha="-0.07159 / -0.07452" e_tot_ev=-92518.7261 homo_lumo_gap_ev="7.8 / 8.2" s2=0.75 multiplicity=2 total_charge=+1
Ti 0.49077 0.86387 -0.25309
C -1.72879 -1.63001 -0.45058
C -2.19808 -1.36919 0.95732
O -1.27241 -1.99331 1.82827
C -1.20808 -1.43382 3.12245
C -0.74686 0.01816 3.09855
O 0.30567 0.23094 2.16140
C 1.63067 -0.08051 2.58354
C 2.18107 -1.12424 1.65084
O 2.06395 -0.60954 0.31451
C 1.97240 -1.64019 -0.68928
C 0.58042 -2.24277 -0.69208
O -0.37636 -1.18285 -0.59544
H -2.33725 -1.07152 -1.16371
H -1.78649 -2.69208 -0.69372
H -3.20575 -1.77561 1.10315
H -2.23729 -0.28691 1.11588
H -0.50591 -2.05947 3.67530
H -2.17718 -1.48486 3.63395
H -0.42773 0.33219 4.09632
H -1.54733 0.68954 2.78768
H 1.64448 -0.44699 3.61173
H 2.22243 0.83609 2.52386
H 1.60171 -2.04577 1.73591
H 3.23257 -1.32905 1.86545
H 2.72820 -2.40819 -0.51320
H 2.16642 -1.13532 -1.62889
H 0.42288 -2.92887 0.14226
H 0.43595 -2.78471 -1.63135
N 0.80422 0.85149 -2.04525
P 1.53322 1.64272 -3.17738
N 2.04228 0.56954 -4.33335
C 1.56603 -0.82238 -4.36599
C 1.55738 -1.35068 -5.79312
C 2.95396 -1.28644 -6.42099
C 3.67144 0.03389 -6.06854
C 2.67475 1.06183 -5.55786
N 0.60027 2.75099 -3.99787
C -0.45624 2.21529 -4.86665
C -0.72674 3.21192 -6.00335
C -0.40148 4.63841 -5.54734
C -0.77988 4.80389 -4.07939
C 0.06274 3.86795 -3.19335
N 2.81284 2.57213 -2.68203
C 3.32279 3.76612 -3.36307
C 4.79587 3.63209 -3.74213
C 5.64158 3.22893 -2.53855
C 5.06684 1.97372 -1.89184
C 3.60928 2.20477 -1.51220
H 0.57036 -0.87921 -3.92348
H 2.22504 -1.46500 -3.76729
H 0.84497 -0.77390 -6.38873
H 1.19503 -2.37996 -5.78591
H 2.86924 -1.39740 -7.50253
H 3.54578 -2.13316 -6.06769
H 4.20358 0.43123 -6.93357
H 4.41278 -0.13392 -5.28340
H 1.92416 1.27235 -6.33084
H 3.16780 2.00595 -5.34288
H -1.36495 2.05078 -4.27373
H -0.15327 1.24512 -5.25776
H -1.77726 3.14231 -6.29506
H -0.13110 2.95618 -6.88160
H -0.92698 5.36637 -6.16584
H 0.66749 4.82948 -5.66737
H -1.84225 4.57477 -3.95637
H -0.64059 5.83509 -3.75397
H -0.54944 3.48044 -2.36845
H 0.89628 4.41192 -2.75193
H 3.21349 4.62611 -2.68778
H 2.71244 3.96098 -4.24188
H 5.14152 4.58361 -4.15157
H 4.90794 2.87979 -4.52844
H 5.63343 4.04173 -1.80364
H 6.68049 3.07745 -2.83458
H 5.64133 1.69725 -1.00482
H 5.11743 1.13750 -2.59752
H 3.54570 3.01635 -0.77691
H 3.18727 1.31421 -1.04875
C -4.29225 3.09872 -2.68710
C -3.57879 3.83000 -1.58191
C -3.04090 5.09078 -1.81141
C -2.36129 5.76692 -0.80977
C -2.22836 5.18957 0.44075
C -2.77051 3.93411 0.68178
N -2.64572 3.33935 1.98056
C -1.53630 3.58455 2.77849
C -1.68870 4.04068 4.09080
C -0.58726 4.30567 4.88344
C 0.70303 4.14573 4.38277
C 0.86461 3.66348 3.09899
C -0.23907 3.34274 2.30500
C 0.00356 2.63240 1.04195
O 1.20956 2.40225 0.64957
O -0.90978 2.07860 0.34727
C -3.44194 3.23488 -0.32118
C -3.99185 1.85430 -0.08553
H -4.25772 3.66761 -3.61474
H -5.34185 2.92780 -2.43837
H -3.84557 2.11930 -2.87200
H -3.15430 5.54506 -2.78824
H -1.95458 6.75238 -0.99458
H -1.72074 5.71976 1.23737
H -3.50998 3.35431 2.50519
H -2.68810 4.21304 4.47253
H -0.73505 4.66948 5.89216
H 1.56317 4.39219 4.98928
H 1.85234 3.50745 2.68787
H -3.82150 1.52507 0.93618
H -3.50968 1.13426 -0.75249
H -5.06333 1.81244 -0.29059

---

No. 2
118
Properties=species:S:1:pos:R:3 method="wB97M-V/def2-TZVPD" lumo_ha="-0.05577 / -0.06422" e_tot_ev=-116636.9896 homo_lumo_gap_ev="7.6 / 8.0" s2=2.01 multiplicity=3 total_charge=+1
Ti 0.69257 -0.06596 0.07946
C -2.52783 4.17412 -2.38596
C -1.02645 4.44105 -1.94352
C -0.03823 3.63710 -2.71337
C -0.73962 5.93257 -2.05534
N -0.95815 4.07852 -0.43433
C -0.83599 5.05264 0.54991
C -1.06868 4.39715 1.69429
N -1.45577 3.11952 1.40876
B -1.98150 2.21373 2.48648
N -0.83645 1.70862 3.36506
C -1.15670 1.41753 4.65713
C -0.06825 1.07518 5.34668
N 0.99163 1.13813 4.43646
C 0.54049 1.45243 3.19235
S 1.44540 1.77722 1.78546
C 2.34740 0.45169 4.69462
C 3.49880 1.31336 4.22202
C 2.30907 -0.90125 3.98107
C 2.54064 0.17064 6.21356
N -2.79650 0.98916 2.06108
C -4.13556 1.09591 1.88028
C -4.67351 -0.12225 1.83120
N -3.60713 -1.03611 2.06013
C -2.46375 -0.30826 2.10825
S -0.86917 -1.02092 2.25563
C -3.72910 -2.51094 2.24545
C -5.15789 -2.88474 2.17874
C -2.97676 -3.31125 1.17858
C -3.25663 -2.80620 3.70339
C -1.34441 2.90936 0.07446
S -1.55361 1.37164 -0.73928
H -2.58503 4.53442 -3.37778
H -3.30500 4.73169 -1.82580
H -2.75147 3.10741 -2.40042
H -0.27291 3.96997 -3.76196
H -0.15953 2.55433 -2.68470
H 0.98783 3.98070 -2.43384
H -0.67757 6.17390 -3.14162
H 0.24132 6.17572 -1.60613
H -1.58901 6.56318 -1.66003
H -0.62283 6.09348 0.24828
H -1.14610 4.73683 2.72242
H -2.65627 2.87579 3.26035
H -2.09743 1.65770 5.11716
H 0.05755 0.73587 6.35116
H 3.58696 1.32960 3.09008
H 4.39276 1.00559 4.73031
H 3.35956 2.33955 4.53616
H 2.33364 -0.70249 2.92039
H 1.33557 -1.48107 4.15530
H 3.13403 -1.66715 4.19456
H 2.42593 1.06099 6.81956
H 3.55026 -0.17205 6.26957
H 1.88534 -0.67758 6.51630
H -4.55363 2.09488 1.78348
H -5.71227 -0.42849 1.64714
H -5.60098 -2.86260 1.21832
H -5.62341 -2.29709 2.95706
H -5.19187 -3.96752 2.39278
H -3.62869 -3.42931 0.33282
H -2.69548 -4.27345 1.61344
H -2.03196 -2.83293 0.93712
H -4.12129 -2.72566 4.35733
H -2.44912 -2.09577 4.01941
H -2.72045 -3.72174 3.75679
C 2.63362 2.41585 -1.18876
N 2.82128 1.84253 -2.49758
C 4.20065 2.04331 -3.08513
C 1.92905 0.87658 -2.98699
N 1.18319 0.19003 -2.15223
C 0.09955 -0.57908 -2.66998
C -0.77191 -0.12871 -3.66421
C -1.92858 -0.77413 -3.94490
C -2.32948 -1.92346 -3.23371
C -1.58560 -2.29819 -2.11211
C -0.34693 -1.72193 -1.90921
N 0.50665 -2.23837 -0.91145
C 1.00076 -3.47521 -1.03060
N 1.48972 -4.08630 0.07272
C 1.05376 -3.62761 1.36886
C 2.42000 -5.19778 0.05533
N 1.04712 -4.16658 -2.17059
C 0.77655 -5.56579 -2.32390
C 1.55349 -3.43698 -3.41422
N 1.95181 0.85452 -4.36470
C 1.74902 2.06850 -5.12859
C 1.85562 -0.36018 -5.08017
H 3.00260 3.44086 -1.24419
H 3.29498 1.92576 -0.47362
H 1.58844 2.36079 -0.97214
H 4.50167 3.08357 -2.73333
H 4.25879 1.94453 -4.16054
H 4.94453 1.33716 -2.69749
H -0.51606 0.76011 -4.25714
H -2.56042 -0.43362 -4.79399
H -3.28881 -2.36223 -3.39478
H -1.89787 -3.06418 -1.40375
H 1.98613 -3.28766 1.92515
H 0.28932 -2.85205 1.30711
H 0.60066 -4.39884 1.95515
H 2.87839 -5.35728 -0.91139
H 1.91480 -6.14630 0.32310
H 3.29054 -5.10626 0.73334
H -0.11142 -5.81955 -1.73534
H 1.57987 -6.34562 -2.05963
H 0.45916 -5.62398 -3.34296
H 2.15341 -2.58176 -3.04478
H 0.69888 -3.04555 -3.99144
H 2.06363 -4.19308 -4.06856
H 1.94717 2.93017 -4.46987
H 0.69597 2.07774 -5.45534
H 2.40724 2.09009 -6.02878
H 0.84678 -0.70539 -5.44554
H 2.33593 -1.14036 -4.52519
H 2.40894 -0.25448 -5.98197
O 3.90932 -0.76676 0.50364
C 2.80135 -0.51293 0.34267